This record from the Open Molecules 2025 dataset describes 11 unconnected molecules or ions with the total composition C32H91N5O11 in a non-equilibrium geometry. The level of theory is ωB97M-V/def2-TZVPD.

Results
**HOMO energy (alpha / beta)**: -11.0 / -11.0 eV
**Total charge**: +1
**Total energy**: -2374.66732 Eh
**Expectation value of S²**: 0.76
**Kohn-Sham gap (alpha / beta)**: 8.96 / 3.43 eV
**Spin multiplicity**: 2

Element x y z (Å)
C 1.0742 3.8512 -1.6929
C -0.3359 4.0690 -1.2211
C -0.3452 5.0941 -0.0180
O 0.2324 6.3059 -0.3640
C 0.0790 7.2791 0.6491
N -1.1678 4.5942 -2.1993
H 1.0131 3.2221 -2.5809
H 1.7021 3.3898 -0.9307
H 1.6518 4.7251 -1.9942
H -0.7784 3.1452 -0.8483
H 0.3127 4.7336 0.7728
H -1.3464 5.2399 0.3877
H 0.2005 6.7719 1.6063
H -0.8964 7.7627 0.5960
H 0.7967 8.0939 0.5542
H -1.9496 4.9721 -1.6835
H -0.7441 5.4551 -2.5145
C -0.6239 -3.8182 3.2911
C -0.4520 -2.4190 3.8277
C -1.1607 -2.0760 5.1577
O -0.7930 -2.9396 6.1498
C -1.3932 -2.7170 7.3847
N 0.9791 -2.0966 3.8393
H -0.4059 -3.8230 2.2232
H -1.6368 -4.1970 3.4277
H 0.0498 -4.5794 3.6847
H -0.7814 -1.7666 3.0191
H -2.2194 -2.2000 4.9298
H -0.9126 -1.0709 5.4987
H -1.1835 -1.7219 7.7769
H -1.1928 -3.4700 8.1469
H -2.4822 -2.7598 7.3708
H 1.5544 -2.6981 4.4114
H 1.1515 -1.1370 4.1032
C 2.3268 0.4204 0.8062
C 0.8020 0.3297 0.6021
C 0.4189 -0.9436 -0.3083
O 0.6586 -0.8066 -1.6870
C -0.1015 0.2066 -2.4182
N 0.2256 0.2140 1.9460
H 2.7118 -0.4245 1.3772
H 2.6072 1.3516 1.2986
H 2.7395 0.4181 -0.2026
H 0.4159 1.2534 0.1710
H -0.6180 -1.2088 -0.1021
H 0.9455 -1.7683 0.1721
H -1.1023 -0.2173 -2.5013
H 0.3828 0.3445 -3.3849
H -0.1246 1.2246 -2.0293
H 0.4699 -0.6519 2.4050
H 0.8461 0.7289 2.5543
C -1.0005 -7.0329 0.2579
C -0.7874 -5.9888 -0.8865
C -1.8580 -4.8481 -1.0794
O -1.5530 -4.1042 -2.2656
C -2.4005 -2.9344 -2.4055
N 0.4457 -5.3147 -0.5809
H -1.8418 -7.6634 -0.0298
H -1.2213 -6.5286 1.1986
H -0.1483 -7.6946 0.4134
H -0.6366 -6.4288 -1.8722
H -1.6675 -4.1773 -0.2416
H -2.8953 -5.1352 -0.9072
H -2.2617 -2.2598 -1.5608
H -3.4130 -3.2750 -2.6221
H -2.1287 -2.3520 -3.2859
H 1.2768 -5.7771 -0.9206
H 0.3376 -4.4641 -1.1147
C -2.6496 2.6382 1.8869
C -3.3075 1.4742 1.1487
C -3.2169 1.5123 -0.3754
O -3.9722 0.3431 -0.9104
C -4.3038 0.5748 -2.2645
N -2.7121 0.3428 1.8302
H -2.9086 3.6223 1.4964
H -1.5768 2.4674 1.7978
H -2.9875 2.7011 2.9212
H -4.3616 1.5095 1.4239
H -2.2079 1.4424 -0.7817
H -3.5704 2.4589 -0.7840
H -5.0390 1.3791 -2.2909
H -4.8833 -0.2410 -2.6967
H -3.4330 0.8905 -2.8390
H -2.8768 -0.5531 1.3940
H -1.7147 0.4721 1.9235
C 1.2272 -2.8019 -4.4776
C 1.5843 -3.8252 -3.3768
O 2.1119 -3.1982 -2.2731
H 0.7025 -1.9895 -3.9749
H 0.4029 -3.1808 -5.0817
H 2.1544 -2.5305 -4.9823
H 2.2859 -4.6040 -3.6757
H 0.6950 -4.3629 -3.0480
H 1.6531 -2.3634 -2.1536
C 4.7777 -1.8593 -0.4586
C 5.6476 -2.9352 -1.1707
O 5.3582 -2.9014 -2.5211
H 3.7018 -2.0340 -0.4536
H 4.9044 -0.9195 -0.9959
H 5.1268 -1.5469 0.5256
H 5.2024 -3.7782 -0.6422
H 6.7090 -2.8834 -0.9283
H 4.4314 -3.1206 -2.6420
C 3.6603 0.3469 4.3891
C 2.5692 0.5852 5.4308
O 1.2867 0.4452 4.8449
H 4.7022 0.5125 4.6632
H 3.4630 0.9112 3.4777
H 3.5563 -0.6968 4.0924
H 2.5921 1.6565 5.6303
H 2.6743 0.0684 6.3848
H 0.6931 1.1078 5.2056
C 0.4244 3.6991 4.7971
C -0.8279 3.2918 5.5253
O -0.8402 1.8976 5.7169
H 1.2581 3.4529 5.4546
H 0.4067 4.7577 4.5382
H 0.5364 3.1327 3.8725
H -1.7019 3.5440 4.9247
H -0.8119 3.7859 6.4968
H -1.7439 1.6146 5.8743
C -2.5969 2.0920 -6.1200
C -2.6572 2.8989 -4.7533
O -1.4463 2.6375 -4.0913
H -1.9309 2.4963 -6.8824
H -3.6247 2.1369 -6.4801
H -2.5149 1.0052 -6.1293
H -3.4328 2.4702 -4.1187
H -2.8798 3.9425 -4.9757
H -1.3961 3.1629 -3.2895
C 1.2032 1.8817 -6.1356
C 2.2996 0.8504 -6.5218
O 3.3892 1.5311 -6.9742
H 0.8463 2.4982 -6.9606
H 1.7026 2.6460 -5.5401
H 0.4324 1.3189 -5.6091
H 1.9613 0.2060 -7.3332
H 2.7144 0.3496 -5.6470
H 3.2320 1.8564 -7.8636

Atomic forces in eV per Å
C 0.521 -0.605 -0.547
C 1.507 1.336 3.343
C 1.016 -1.360 0.400
O 0.146 1.107 -1.235
C -0.124 -0.030 0.005
N -1.595 1.220 -1.575
H 0.325 -0.261 -0.016
H -0.167 -0.340 0.039
H -0.566 0.424 0.053
H 0.141 -0.211 0.187
H -0.242 -0.716 0.568
H -0.381 -0.116 -0.038
H 0.026 0.289 0.343
H -0.331 -0.203 0.096
H 0.293 -0.383 -0.220
H -0.814 -0.152 -0.267
H 0.312 0.153 -0.639
C -0.161 -0.978 -0.277
C 1.472 -0.444 -1.623
C -0.019 0.582 0.053
O 1.158 -1.810 0.193
C -1.332 0.521 1.145
N -1.676 -0.549 2.089
H -0.127 0.079 -0.125
H -0.021 0.181 0.043
H 0.043 0.200 0.490
H -0.977 0.469 0.534
H -0.301 0.347 -0.205
H -0.258 0.471 -0.459
H 0.447 0.125 0.077
H 0.908 -0.079 -0.462
H -0.376 0.029 -0.694
H 0.521 -0.810 -0.397
H 0.382 1.481 -0.069
C -0.568 0.284 -1.439
C 0.665 -1.421 -0.079
C -0.548 1.796 1.519
O 0.689 0.760 0.364
C 0.166 -0.956 0.147
N 0.161 -0.164 0.534
H -0.059 -0.101 -0.097
H -0.009 0.050 0.016
H 0.590 -0.024 0.118
H -0.009 -0.017 -0.163
H -0.575 0.331 -0.175
H 0.678 -0.311 -0.793
H -0.178 0.463 -0.296
H -0.139 -0.496 -0.022
H 0.076 -0.251 0.747
H -0.265 -0.916 -0.989
H -0.204 1.305 0.189
C -1.166 0.450 -1.349
C -0.139 -0.485 0.180
C 1.191 -0.179 1.086
O -0.817 0.136 0.089
C 0.636 -0.872 -0.411
N 0.237 1.642 0.423
H -0.163 -0.162 0.319
H -0.007 0.071 -0.018
H 0.177 0.303 -0.253
H -0.646 -0.712 -0.081
H 0.070 0.330 0.456
H -0.202 -0.387 -0.880
H -0.517 -0.148 0.319
H -0.278 0.236 0.643
H 0.535 -0.346 -0.141
H -0.047 -0.166 -0.088
H 1.015 0.429 0.042
C -0.257 0.735 -0.782
C -0.241 0.288 0.820
C -0.489 -1.477 -0.350
O 0.970 1.305 0.746
C -0.798 0.685 0.295
N -0.276 -0.766 -0.089
H 0.118 0.023 -0.423
H 0.210 0.435 0.356
H 0.274 -0.510 0.061
H -0.266 -0.157 -0.336
H 0.439 -0.261 0.286
H -0.694 0.041 0.057
H 0.041 0.531 -0.150
H 0.678 -0.502 0.140
H 0.070 -0.385 -0.265
H -0.252 -0.019 -0.273
H 0.206 -0.129 -0.025
C -0.331 -1.078 0.963
C -1.269 -0.637 -1.087
O 1.497 0.592 1.451
H 0.564 0.478 0.058
H 0.585 -0.329 -0.687
H -0.506 0.403 -0.343
H 0.181 0.179 -0.378
H -0.311 -0.053 -0.428
H -0.138 0.411 0.050
C 1.183 1.733 -0.365
C -2.376 0.529 2.286
O 0.753 -0.318 -1.022
H 0.143 -0.569 -0.004
H -0.077 0.170 -0.402
H -0.033 -0.618 0.427
H 0.663 -1.165 -0.474
H -0.109 0.239 -0.458
H -0.329 0.024 0.076
C -0.690 -1.066 -0.286
C 0.843 2.422 -0.165
O 0.253 -1.523 -0.729
H -0.282 0.057 0.468
H -0.091 0.248 0.191
H 0.414 -0.286 -0.200
H 0.492 0.088 0.659
H 0.026 -0.379 -0.209
H -0.829 0.106 0.256
C 0.078 -0.448 -0.078
C -0.212 0.818 -0.331
O 0.296 -0.868 0.100
H 0.315 0.339 -0.154
H 0.131 -0.034 0.238
H -0.027 -0.028 -0.107
H -0.128 0.385 0.226
H -0.461 0.178 0.014
H 0.015 -0.121 0.042
C -1.638 0.704 0.555
C 0.639 -2.391 -1.396
O 0.648 -0.411 -0.292
H 0.023 0.179 0.306
H -0.155 0.556 -0.548
H 0.774 -0.031 0.935
H -0.602 0.255 -0.327
H 0.272 0.171 0.139
H -0.049 0.840 0.216
C 0.941 -0.857 0.232
C -1.439 0.974 0.098
O 2.506 1.281 -1.154
H -0.362 -0.645 -0.404
H -0.159 -0.283 0.699
H -0.407 0.696 0.037
H -0.338 -0.704 0.470
H -0.763 -0.569 0.062
H 0.043 0.087 -0.023